Entry from the Open Molecules 2025 dataset: a cluster of 2 separate species, C11H18 in total in a non-equilibrium geometry (wB97M-V/def2-TZVPD).

The geometry in XYZ format:
```
29
Properties=species:S:1:pos:R:3:forces:R:3
C 4.247320 -2.065988 -1.138019 -0.2 0.2 -0.6
C 2.872603 -1.537795 -0.846658 -0.2 -0.3 0.8
C 2.639492 -0.273557 -0.323229 0.0 0.5 -0.3
C 1.362105 0.274160 -0.298473 0.0 0.1 0.5
C 0.271929 -0.449403 -0.742992 0.0 -0.8 -0.5
C 0.481278 -1.760745 -1.163241 0.1 0.3 0.0
C 1.755080 -2.308254 -1.132108 -0.2 -0.1 -1.3
H 4.208389 -3.135080 -1.348311 0.1 0.0 0.3
H 4.997940 -1.829056 -0.386476 -0.1 -0.1 0.1
H 4.550973 -1.596687 -2.082789 0.2 0.0 0.2
H 3.461009 0.363851 -0.023782 0.2 -0.1 0.0
H 1.226520 1.269495 0.109674 0.0 0.0 -0.1
H -0.721934 -0.051417 -0.862946 0.0 0.2 0.3
H -0.324085 -2.319005 -1.626676 -0.1 -0.1 0.3
H 1.873059 -3.280694 -1.602630 0.2 -0.1 0.3
C -2.456177 2.890122 1.914352 0.7 -0.5 0.5
C -2.621965 1.514998 1.230741 -0.8 1.1 0.6
C -3.847228 0.845219 1.873316 0.7 -0.5 0.2
C -2.747567 1.737625 -0.282462 0.3 -0.2 -0.1
H -2.222276 2.769738 2.977628 -0.2 -0.1 0.0
H -3.373929 3.478509 1.855516 0.1 0.0 -0.2
H -1.599310 3.432629 1.513475 -0.2 0.2 -0.3
H -1.758317 0.888873 1.459430 0.1 0.1 -0.1
H -4.773449 1.330093 1.568592 -0.1 -0.3 -0.1
H -3.822323 -0.239720 1.709683 -0.5 0.2 -0.5
H -3.773065 0.897337 2.962053 0.0 0.3 0.0
H -1.789489 1.507657 -0.738807 0.0 -0.1 -0.3
H -3.530929 1.128681 -0.735015 0.1 -0.1 -0.1
H -2.922069 2.776139 -0.573066 -0.3 0.0 0.3
```
Positions in Å, forces in eV/Å.

Molar mass = 150.3 g/mol
Energy = -429.92103 a.u.
Maximum force = 1.47 eV/Å
Orbital gap = 10.03 eV
Multiplicity = 1
SMILES = Cc1ccccc1.CC(C)C

Atom charges from the Löwdin analysis, given in e for atoms 1 to 5: number 1, C, carries -0.051; number 2, C, carries -0.290; number 3, C, carries -0.056; number 4, C, carries -0.087; number 5, C, carries -0.096